C62H50N14S3SiSr | ωB97M-V/def2-TZVPD

Results
Multiplicity = 1
LUMO (spin up / spin down) = 2.998 / 2.995 eV
Molecular weight = 1203.09 Da
Charge = -2
Orbital gap (spin up / spin down) = 4.38 / 4.38 eV

```
131
Properties=species:S:1:pos:R:3:forces:R:3
N 2.960101 2.837875 -0.008498 0.0 -0.1 0.0
H -0.906493 2.842173 -5.595364 0.0 0.0 0.0
H -1.741393 8.184143 1.394840 0.0 0.0 0.0
C 5.573328 -1.901910 0.636862 0.0 0.0 0.0
C -4.885062 0.256968 0.520725 0.0 0.0 0.0
C -0.912562 2.645766 -4.524995 0.0 0.0 0.0
C -2.427065 -1.919353 -2.486457 0.0 0.0 0.0
C -1.291540 7.225867 1.627705 0.0 0.0 0.0
C 2.108365 1.992863 -6.088607 0.0 0.0 0.1
H -2.366727 -4.754201 -0.549395 0.0 0.0 0.0
C -1.755915 3.084795 -2.361336 0.0 0.1 0.1
H 1.237843 -4.446057 -2.020326 0.0 -0.1 0.0
C 1.056369 -0.314412 4.083476 -0.1 0.1 0.1
C -0.138184 1.438937 -2.592918 -0.3 0.2 0.1
H 1.625780 4.280866 0.584441 0.1 0.0 0.0
H -3.740511 -0.403119 -1.823491 -0.1 0.0 0.0
C 0.249795 3.406664 2.378504 0.0 -0.1 0.1
C -3.705633 -0.187400 1.268916 0.0 -0.1 0.1
C 2.696564 1.279976 4.178170 0.0 0.0 0.0
C 6.254859 -0.021093 -0.896851 0.0 0.1 0.0
N 4.400562 1.160295 -0.756943 0.1 0.0 -0.1
H -2.416994 3.611831 -1.672892 0.1 0.0 -0.1
C 0.517200 -5.399776 -0.252574 0.0 0.1 0.1
C -2.676909 -4.178918 6.169561 0.0 0.0 0.0
H -2.839499 6.076018 0.660203 0.0 0.0 0.0
H -4.928067 -3.375194 3.729039 0.0 0.0 0.0
H 0.432987 -0.202194 -7.506024 0.0 0.0 0.0
H 0.776606 -2.141711 -1.373154 0.0 -0.1 0.1
H -3.582944 -2.673369 -0.781030 0.0 0.0 0.0
H 1.445038 5.952514 3.229481 0.0 0.0 0.0
C 4.840017 1.120111 5.184871 0.0 0.0 0.0
H -0.672242 -3.373805 6.344119 0.0 0.0 0.0
H -0.089496 -5.742251 1.826090 0.0 0.0 0.0
C -1.643365 3.459999 1.254638 0.0 0.0 -0.1
C 0.518169 5.990769 2.670558 0.0 0.0 0.0
C -1.907919 6.059900 1.212296 0.0 0.0 0.0
H -0.011842 -3.773467 -4.083652 0.0 0.0 0.0
C -6.724272 1.669004 -0.964249 0.0 0.0 0.0
C 3.914721 1.869030 4.470387 0.0 0.0 0.0
C -1.599636 -3.389577 5.786260 0.0 0.0 0.0
H -0.937120 -5.445546 -2.485159 0.0 0.0 0.0
C 2.077108 3.801362 -0.273003 0.0 0.1 0.0
H 6.604563 -2.213825 0.479328 0.0 0.0 0.0
H 1.557008 2.825961 -6.531919 0.0 0.0 0.0
C -2.099833 -4.057345 -1.336461 0.0 0.0 0.0
C -1.416570 -2.340628 -3.460591 0.0 -0.1 0.0
H 2.697730 1.517205 -6.876994 0.0 0.0 0.0
C 3.484526 2.215653 -1.042914 -0.1 0.0 0.1
C -0.061410 -3.699321 1.391687 -0.2 0.0 0.1
C 0.518472 -2.955604 -0.696661 0.0 0.2 -0.1
C -6.998695 0.357158 -0.558310 0.0 0.0 0.0
H 5.295399 -0.741571 6.152915 0.0 0.0 0.0
H -2.597631 -4.808005 7.048106 0.0 0.0 0.0
H 2.711285 -0.423053 -3.962221 0.0 0.0 0.0
H -7.937247 -0.101125 -0.846154 0.0 0.0 0.0
H 2.078776 3.823807 -3.641794 0.0 0.0 0.0
H 1.004044 4.980448 -1.699936 0.0 0.0 0.0
H -7.457024 2.201968 -1.558781 0.0 0.0 0.0
Sr -0.318318 0.235683 1.104622 0.4 -0.4 -1.2
H 0.370986 8.125259 2.658729 0.0 0.0 0.0
C -0.091289 1.651844 -4.004004 0.0 0.0 0.0
C -1.294771 4.847199 1.517364 0.0 0.0 0.0
H 3.657675 1.933940 -3.164249 0.0 0.0 0.0
H -0.834340 0.934901 -7.027617 0.0 0.0 0.0
C -4.609236 1.566087 0.116206 0.0 0.0 0.0
C -5.532905 2.290162 -0.625229 0.0 0.0 0.0
H 4.132219 2.873356 4.130140 0.0 0.0 0.0
H -5.314080 3.304662 -0.933881 0.0 0.0 0.0
C 2.408167 -0.019979 4.591078 0.0 0.0 0.0
H -0.403515 -3.414499 2.374938 0.1 0.0 -0.1
C -0.755802 -3.490559 -3.344326 0.0 0.0 0.0
N -0.673429 2.657965 1.758564 -0.1 -0.1 0.1
H 7.229937 -0.424805 -1.100708 0.0 0.0 0.0
H 4.887277 -2.647006 0.232944 0.0 0.0 0.0
N -1.460698 -1.165042 2.877249 -0.1 0.3 0.2
C 4.205827 0.071600 0.060580 0.1 0.0 -0.1
C 1.987294 -0.712027 -4.724421 0.0 0.0 -0.1
S 2.894847 -0.474158 0.919679 0.0 0.1 0.2
H 5.808562 1.545820 5.420287 0.0 0.0 0.0
C -4.009724 -3.388617 4.301609 0.0 0.0 0.0
S 1.354059 -7.233056 -2.127681 0.0 0.0 0.0
H 3.087878 -1.779041 5.615686 0.0 0.0 0.0
H 2.805130 2.405547 -5.357318 0.1 0.0 0.0
C -0.093974 4.814397 2.245832 0.0 0.0 -0.1
S 0.847565 0.291921 -1.790416 0.1 -0.1 0.1
C -2.726303 -1.653618 2.814034 0.0 0.0 0.0
C -3.866130 -4.177607 5.436168 0.0 0.0 0.0
H -2.689099 0.015034 -3.291443 0.0 0.0 0.0
N -0.976805 2.170368 -1.805300 0.0 -0.2 -0.2
H 1.372500 -1.498887 -4.287142 0.0 0.0 0.0
H -1.230177 -1.670820 -4.290083 0.0 0.1 -0.1
C 3.324126 -0.767773 5.310311 0.0 0.0 0.0
C 2.340823 3.561496 -2.625933 0.0 0.0 0.0
N 5.378797 -0.629455 -0.020733 0.0 0.0 -0.1
C 3.223745 2.528595 -2.371294 0.0 0.0 0.0
C -0.086765 7.192550 2.350306 0.0 0.0 0.0
H -4.687822 -4.805559 5.759444 0.0 0.0 0.0
C -6.084565 -0.360396 0.196314 0.0 0.0 0.0
H 5.998517 1.865350 -2.010845 0.0 0.0 0.0
N 0.368386 -1.401731 4.432555 -0.1 -0.1 0.0
N 1.061442 -7.610762 0.492602 0.0 0.0 0.0
C 1.512490 1.747391 3.438809 0.0 -0.1 0.1
N 0.604794 0.722468 3.373428 0.0 0.2 0.1
N -2.772604 0.763502 1.247932 0.1 0.2 0.1
C 5.652347 1.089818 -1.353049 0.0 0.0 0.0
Si 0.948818 0.736794 -5.274454 0.0 0.0 0.1
C -0.843214 -1.665328 3.964477 -0.1 0.0 0.1
H 1.438437 -7.219300 1.344588 0.0 0.0 0.0
H 1.594182 -8.407608 0.177210 0.0 0.0 0.0
N 1.345490 2.980473 3.038810 0.0 0.1 0.0
N -3.707133 -1.314426 2.006106 0.0 0.0 0.0
C -2.992034 -0.707952 -2.541645 0.0 0.0 -0.1
H -2.413619 4.151845 -4.113885 0.0 0.0 0.0
C -0.176885 0.141039 -6.665155 0.0 0.1 0.0
C -1.758785 3.387921 -3.715011 0.0 0.0 0.0
N 0.235343 -2.637517 0.510975 0.0 -0.1 0.1
H 2.513646 -1.115072 -5.597181 0.0 0.0 0.0
C 1.742879 4.204430 -1.553551 0.0 0.0 0.0
C -2.928626 -2.616833 3.915747 0.1 -0.1 -0.1
C -0.903574 -4.399823 -2.165958 0.1 0.0 0.1
C 0.422887 -4.329395 -1.296832 0.0 0.0 -0.1
C 4.549094 -0.182127 5.601235 0.0 0.0 0.0
C 0.112742 -4.995050 1.065134 0.0 0.0 -0.1
C -3.279739 1.883090 0.642975 0.0 0.0 0.1
H 5.365981 -1.799352 1.701059 0.0 0.0 0.0
H -0.805561 -0.691435 -6.351574 -0.1 -0.1 0.1
C -1.744361 -2.616766 4.648128 0.1 0.0 -0.1
C -2.770281 -2.911036 -1.461302 0.0 0.0 0.0
N -2.784819 3.101368 0.664383 0.0 0.0 0.1
C 0.950734 -6.669071 -0.553305 0.0 0.0 0.0
H -6.282063 -1.376461 0.513799 0.0 0.0 0.0
```
Forces are in eV/Å.